The following is a quantum chemistry calculation of a 16-piece molecular cluster, C23H70NO18 overall in a non-equilibrium geometry, from OMol25.

* molecular weight: 648.802 g mol⁻¹
* max |F|: 2.393 eV/Å
* charge: +1
* gap between HOMO and LUMO: 0.27307 Eh

```
112
Properties=species:S:1:pos:R:3:forces:R:3:mulliken_charge:R:1
O -2.250 4.147 3.692 -0.45 -0.01 -0.36 -0.50
H -3.526 -1.811 -5.139 0.08 -0.02 -0.03 0.28
H -1.105 -1.806 -3.671 0.03 0.00 -0.01 0.26
O 1.125 -4.253 -3.298 -0.08 0.02 0.12 -0.45
H 0.677 -3.846 -4.046 0.06 -0.02 -0.07 0.25
H 3.484 -3.648 -1.456 -0.09 -0.01 -0.12 0.42
H -3.894 2.932 3.868 0.08 0.03 0.06 0.26
H 2.138 4.175 4.390 0.17 -0.21 -0.47 0.41
H 0.737 -6.151 -4.039 -0.06 -0.15 0.11 0.37
H 0.815 -1.464 0.585 0.61 0.08 -0.03 0.59
H 1.984 8.831 -1.745 0.01 -0.05 0.02 0.21
H -0.437 2.423 -3.583 0.08 0.01 0.03 0.05
O -7.013 -4.637 6.931 0.16 0.06 0.01 -0.49
H -3.716 1.834 -0.490 0.02 -0.09 0.05 0.24
H -4.242 4.567 3.271 -0.10 -0.09 -0.04 0.30
H 5.975 3.212 4.602 0.06 0.19 0.13 0.12
H 3.814 4.406 -0.159 0.05 0.07 -0.08 0.25
H -0.928 4.045 -4.132 -0.15 -0.15 0.02 0.30
C 1.017 8.495 -1.378 -0.15 -0.25 0.15 -0.55
H 3.319 -3.495 0.838 0.01 0.10 0.12 0.26
H 4.286 3.264 1.800 0.29 0.54 0.04 0.21
O 0.655 -8.552 -4.239 0.14 -0.05 -0.03 -0.50
H -6.813 -4.918 8.977 0.10 0.07 0.10 0.29
H -0.224 -0.329 -5.875 0.02 0.08 0.01 0.15
C 0.178 -9.114 -3.017 0.15 -0.16 -0.18 -0.61
N 2.466 1.295 1.632 1.14 0.05 0.12 0.69
H -6.889 -3.217 8.439 0.10 0.01 0.13 0.26
C -1.031 3.942 -0.646 0.36 0.03 0.10 -0.19
H 3.828 -8.387 -2.868 0.09 0.08 0.12 0.22
H 0.988 -9.630 -2.496 -0.09 -0.01 0.12 0.27
C 1.678 3.236 4.069 -0.56 0.41 1.87 -0.23
O 1.097 3.772 -3.797 -0.05 -0.19 0.29 -0.53
H 3.783 -6.684 -3.414 0.09 0.01 0.13 0.07
H 3.422 1.658 1.695 -0.11 0.05 -0.31 -0.02
O 3.657 -8.107 -4.915 0.16 -0.03 -0.03 -0.51
H -5.110 2.646 -2.815 0.01 0.03 0.06 0.31
H 2.265 2.393 4.459 0.21 0.20 -0.47 0.31
C 7.015 3.007 4.331 -0.12 -0.15 -0.38 -0.42
H -5.312 -1.807 5.014 -0.12 -0.12 -0.03 0.26
H -0.405 3.732 3.979 0.49 -0.16 1.02 0.02
C 0.264 3.182 4.671 0.16 -0.53 -1.55 -0.81
H -0.655 1.830 -7.658 0.07 0.03 -0.02 0.28
H -0.537 -0.477 -7.615 -0.06 -0.13 0.08 0.33
H 6.565 1.819 2.865 0.16 0.01 -0.11 0.29
H -0.094 2.142 4.631 -0.03 0.27 0.31 0.23
C 4.146 -7.689 -3.649 -0.33 -0.05 -0.16 -0.36
O 2.819 -2.838 0.346 0.02 0.00 -0.07 -0.49
C 2.548 -3.421 -0.943 0.18 -0.02 0.27 -0.63
H 7.618 2.956 5.234 0.00 -0.07 -0.02 0.26
C 2.312 0.082 1.098 -1.71 -1.59 -0.54 -0.55
H -1.956 4.859 3.111 -0.10 0.07 0.05 0.27
H -5.428 -4.184 8.143 -0.02 -0.03 -0.06 0.20
H 0.283 4.670 0.595 0.10 0.18 -0.05 0.25
H 5.432 3.926 -0.709 0.01 -0.12 0.07 0.25
H -3.593 1.721 -2.796 -0.08 -0.03 -0.13 0.05
H 3.176 -0.492 0.773 -0.01 0.28 0.11 0.60
H 0.690 9.159 -0.573 0.02 0.14 -0.10 0.25
H -3.153 -0.739 -3.772 -0.14 -0.02 -0.02 0.07
H -3.305 -2.501 -3.518 -0.15 0.04 -0.03 0.32
C 0.570 -5.562 -3.139 -0.09 0.31 -0.33 -0.77
C 1.017 -0.474 0.976 0.48 0.73 0.22 -0.37
O -2.214 0.258 0.427 0.27 -0.36 0.74 -0.50
H 1.964 -4.332 -0.822 -0.04 0.03 -0.13 0.24
O 7.103 1.754 3.659 -0.11 -0.07 0.12 -0.50
H -5.096 1.001 -2.146 -0.02 -0.01 -0.16 0.28
H 1.319 4.510 -4.370 0.05 0.00 0.03 0.29
O -4.235 2.480 -0.975 -0.01 0.16 -0.05 -0.45
H 5.263 5.026 0.675 0.01 0.01 -0.07 0.30
H 2.696 -8.114 -4.859 -0.06 0.12 0.08 0.32
H -0.289 3.609 -1.376 -0.09 -0.04 -0.07 0.26
H -0.634 -9.815 -3.216 -0.03 0.01 0.13 0.31
H 0.976 -9.282 -4.779 -0.16 -0.02 -0.06 0.31
O -1.583 -1.885 -4.501 -0.02 -0.14 0.03 -0.42
C -0.057 0.311 1.396 0.19 0.02 0.34 -0.07
H 0.292 6.878 -0.573 0.15 -0.25 -0.06 0.24
O -0.494 5.010 0.142 -0.26 -0.07 0.19 -0.58
H 7.398 3.802 3.686 -0.03 0.14 0.16 0.24
H 0.208 3.545 5.698 0.11 0.06 -0.22 0.44
H 1.062 -6.047 -2.297 0.07 0.08 -0.01 0.24
C -0.723 0.125 -6.723 0.00 0.34 -0.31 -0.49
O -1.965 -0.861 2.359 0.26 0.30 -0.33 -0.38
H -1.315 3.108 0.003 -0.16 -0.06 -0.15 -0.10
C 0.186 1.565 1.936 -1.21 0.01 -0.07 0.75
H 0.293 8.528 -2.196 0.04 0.16 -0.03 0.25
O 1.652 3.253 2.614 1.13 -0.36 -0.30 -0.21
H -1.913 4.305 -1.167 -0.02 0.02 0.09 0.32
C -2.970 -1.724 -4.209 0.22 -0.01 0.19 -0.47
C 4.829 4.168 0.161 -0.17 0.12 0.04 -0.62
H 5.233 -7.674 -3.691 -0.01 -0.02 -0.05 0.28
H -3.472 3.370 2.196 -0.15 0.00 -0.01 0.10
C -6.513 -4.215 8.197 -0.31 -0.05 -0.11 -0.53
H -0.107 2.921 -5.257 -0.18 -0.10 0.13 0.32
H 1.982 -2.709 -1.534 0.00 0.01 0.05 0.22
H -1.796 0.170 -6.525 0.01 -0.18 0.06 0.23
H -0.502 -5.490 -2.937 0.00 -0.17 0.04 0.39
C -1.520 -0.113 1.335 0.02 0.22 -0.70 0.30
O 1.156 7.163 -0.894 0.01 0.16 0.02 -0.37
H -0.193 -8.306 -2.390 0.01 0.04 -0.07 0.22
H -3.067 -1.346 4.745 -0.12 0.06 0.04 0.27
C -4.522 1.925 -2.254 0.16 -0.11 0.27 -0.44
H -7.972 -4.660 6.995 0.00 -0.04 -0.08 0.29
C 1.457 2.049 2.070 -1.07 0.34 0.23 -1.37
H -1.243 -1.018 2.986 -0.11 -0.17 0.03 0.38
H -4.817 -3.433 5.528 0.05 0.03 0.03 0.11
O 4.821 3.025 1.034 -0.24 -0.43 0.36 -0.50
O -3.278 -2.093 5.310 0.14 -0.09 0.03 -0.50
C -0.168 3.263 -4.223 0.23 0.45 -0.27 -0.39
C -4.555 -2.587 4.899 0.14 0.21 -0.11 -0.42
H -4.514 -2.913 3.857 -0.15 -0.05 0.01 0.25
C -3.540 3.734 3.224 0.13 0.18 -0.12 -0.49
O -0.202 1.444 -6.904 -0.02 -0.12 -0.05 -0.54
H -0.644 2.190 2.261 0.23 -0.04 -0.01 0.88
```
Positions in Å, forces in eV/Å.